1.
Entry from OMol25: one molecule with the formula C23H19N5O3 (wB97M-V/def2-TZVPD).

Properties
- DFT total energy (Eh) = -1387.17961
- E_LUMO (eV) = -0.2
- SMILES = CNc1ncnc2ccc(C#CCNC(=O)c3cccn(Cc4ccoc4)c3=O)cc12
- largest force on an atom (eV/A) = 6.19

ORCA input file:
```
! RIJCOSX wB97M-V def2-TZVPD def2/J DEFGRID3
* xyz 0 1
O -1.951 5.130 1.247
O 2.880 -2.155 1.109
O 0.730 0.440 3.507
N 0.251 -2.352 -5.641
N -3.730 -3.099 -5.539
N 0.663 -2.055 2.032
N -1.758 -2.520 -6.629
N 1.100 2.306 2.290
C -1.647 -3.145 -1.954
C -3.102 -3.179 -4.390
C 0.424 3.237 3.329
C -0.319 -3.319 0.384
C -3.070 -3.355 -2.002
C 1.962 2.930 1.394
C 0.204 -3.405 1.758
C -1.079 -2.747 -5.507
C 1.829 0.048 1.509
C -0.893 -3.211 -0.670
C 1.837 -1.555 1.484
C -1.295 4.027 1.590
C -3.791 -3.364 -3.223
C 2.597 0.632 0.592
C -1.718 -3.090 -4.372
C 1.168 -3.371 -6.119
C -0.553 4.217 2.657
C -1.643 5.987 2.294
C 2.815 2.163 0.587
C -3.066 -2.798 -6.615
C -0.686 5.525 3.110
C 1.089 0.907 2.514
C -0.957 -3.068 -3.153
H 1.108 -3.947 1.777
H -0.232 6.046 3.947
H -3.638 -2.797 -7.580
H 0.071 -2.825 -3.248
H -2.077 6.927 2.432
H 1.166 -3.353 -7.243
H -4.825 -3.408 -3.341
H 2.146 3.993 1.469
H 0.109 -1.227 1.998
H -0.060 2.621 4.016
H 1.169 3.816 3.783
H 0.957 -4.404 -5.706
H 2.134 -3.053 -5.812
H -1.153 3.076 1.019
H -0.620 -3.849 2.356
H 2.986 -0.083 -0.152
H 3.593 2.632 -0.009
H 0.378 -1.453 -6.084
H -3.624 -3.534 -1.070
*
```

---

2.
Entry from OMol25: C4H5Br3O as an isolated structure (wB97M-V/def2-TZVPD).

Properties
- DFT total energy (Eh) = -7952.54596
- E_LUMO (spin up / spin down) (eV) = -1.3 / -0.3
- largest force on an atom (eV/A) = 3.67

ORCA input file:
```
! RIJCOSX wB97M-V def2-TZVPD def2/J DEFGRID3
* xyz 0 1
Br -3.618 -1.342 1.014
Br -2.275 -0.686 -1.770
Br -2.160 2.477 0.202
O 0.736 -2.649 0.824
C -1.325 0.605 0.640
C -2.099 -0.540 0.133
C 0.026 -2.132 0.056
C 0.104 0.728 0.291
H -1.471 0.736 1.700
H 0.204 1.181 -0.689
H 0.660 -0.301 0.485
H -0.080 -2.215 -0.958
H 0.559 1.609 0.869
*
```

---

3.
Entry from OMol25: an isolated ion of composition C3H8NO2S and charge +1 (wB97M-V/def2-TZVPD).

Properties
- DFT total energy (Eh) = -722.18315
- E_LUMO (eV) = -4.2
- largest force on an atom (eV/A) = 5.57

ORCA input file:
```
! RIJCOSX wB97M-V def2-TZVPD def2/J DEFGRID3
* xyz 1 1
S -0.951 0.686 -0.857
O 0.625 -0.473 -0.873
O -2.880 1.036 -0.504
N -2.861 -0.969 0.612
C -2.356 -0.048 -0.140
C 1.670 -0.309 0.025
C 2.007 1.083 0.235
H 0.947 -0.622 -1.774
H 2.652 1.217 1.058
H 1.289 -0.789 0.977
H 1.005 1.565 0.470
H 2.424 1.425 -0.688
H -2.411 -1.818 0.933
H -3.817 -1.067 0.791
H 2.658 -0.916 -0.265
*
```

---

4.
Entry from OMol25: a 2-piece molecular cluster, C11H14Si overall (wB97M-V/def2-TZVPD).

Properties
- DFT total energy (Eh) = -716.89366
- E_LUMO (spin up / spin down) (eV) = -0.2 / -0.2
- largest force on an atom (eV/A) = 3.59

ORCA input file:
```
! RIJCOSX wB97M-V def2-TZVPD def2/J DEFGRID3
* xyz 0 1
Si 1.811 -1.404 1.232
C -3.391 0.028 0.008
C -1.440 -1.474 0.058
C 2.361 1.832 0.278
C -1.224 0.969 0.306
C -0.686 -0.301 0.279
C -2.580 1.074 0.269
C 1.028 1.201 0.176
C 1.097 -0.903 -2.019
C -0.120 1.866 0.269
C 0.773 -0.281 0.135
C -2.797 -1.231 -0.189
H -3.465 -2.105 -0.354
H 2.413 2.101 1.386
H 2.915 -2.005 0.391
H 2.445 2.806 -0.239
H -4.416 0.251 0.191
H -0.984 -2.405 -0.151
H 0.143 -1.592 -2.101
H 2.494 -0.679 2.349
H 2.197 -1.322 -1.933
H 3.040 1.116 -0.215
H -3.106 2.005 0.396
H 1.015 -2.505 1.742
H 0.835 0.021 -2.536
H -0.357 2.938 0.272
*
```

---

5.
Entry from OMol25: one molecule with the formula C3H5NO2 (wB97M-V/def2-TZVPD).

Properties
- DFT total energy (Eh) = -322.50536
- E_LUMO (eV) = 0.6
- SMILES = O=C1NCCO1
- largest force on an atom (eV/A) = 1.83

ORCA input file:
```
! RIJCOSX wB97M-V def2-TZVPD def2/J DEFGRID3
* xyz 0 1
O 0.690 0.821 -0.983
O 2.636 -0.193 -0.204
N 0.595 -0.596 0.750
C -0.830 0.923 -0.238
C -0.734 -0.480 0.239
C 1.445 0.013 -0.167
H -0.574 1.851 0.241
H -1.497 -0.981 0.832
H 0.915 -1.498 1.058
H -0.816 -0.864 -0.792
H -1.832 1.004 -0.734
*
```

---

6.
Entry from OMol25: an isolated ion of composition C22H34IN2O5 and charge +1 (wB97M-V/def2-TZVPD).

Properties
- DFT total energy (Eh) = -1641.20110
- E_LUMO (eV) = -4.7
- SMILES = CCC(=O)OCCc1c(CC=O)c([C@@H](I)CC)c(CCOC(=O)CC)[n+](CN)c1C
- largest force on an atom (eV/A) = 9.16

ORCA input file:
```
! RIJCOSX wB97M-V def2-TZVPD def2/J DEFGRID3
* xyz 1 1
I 3.132 0.618 3.651
O -2.657 0.483 2.677
O -4.187 3.346 0.372
O 4.911 -4.181 0.351
O 4.754 -2.485 -1.425
O -5.255 5.240 -0.669
N 2.281 0.775 -3.329
N 0.903 0.140 -1.422
C -0.637 2.193 -2.588
C -5.896 3.050 -1.805
C -5.089 3.888 -0.653
C -0.505 1.954 0.206
C 2.428 -1.967 -0.358
C -1.991 1.494 3.253
C 1.729 -0.849 2.718
C -5.778 1.419 -1.699
C 1.458 -0.614 -0.194
C -1.561 3.246 0.326
C -3.006 2.687 -0.205
C 1.130 -0.129 1.373
C -0.028 1.366 -1.286
C 3.990 -1.525 -0.583
C 1.224 -0.249 -2.864
C -0.373 1.794 2.999
C 4.608 -3.858 -0.917
C 0.926 -1.020 5.361
C 2.493 -5.463 -1.666
C 4.088 -5.114 -1.888
C 0.115 1.188 1.558
C 0.570 -1.375 3.782
H -0.859 3.330 -2.363
H 0.180 1.378 3.939
H 0.824 0.129 5.616
H 1.817 -4.797 -2.389
H -6.008 0.972 -0.637
H -2.614 2.203 3.969
H -6.378 0.844 -2.557
H 0.182 -1.573 6.114
H 2.118 -5.206 -0.568
H 2.411 -1.791 2.513
H -1.623 3.694 1.404
H -1.704 1.710 -2.821
H -3.059 2.873 -1.378
H 2.011 -1.419 5.655
H 4.750 -6.087 -1.688
H -0.265 2.980 2.994
H 2.120 -2.619 -1.310
H 4.317 -4.797 -3.000
H -5.410 3.352 -2.852
H -0.513 -0.941 3.533
H 4.476 -1.457 0.503
H 2.288 -2.723 0.556
H -4.634 1.156 -1.913
H 1.727 -1.294 -2.985
H 2.466 1.481 -2.583
H 0.055 2.178 -3.532
H 4.044 -0.486 -1.158
H 1.940 1.283 -4.189
H -1.221 4.149 -0.378
H 0.435 -2.561 3.754
H -7.043 3.305 -1.894
H 2.232 -6.598 -1.870
H -3.110 1.533 0.007
H 0.269 -0.255 -3.569
*
```

---

7.
Entry from OMol25: an isolated ion of composition CHN4 and charge -1 (wB97M-V/def2-TZVPD).

Properties
- DFT total energy (Eh) = -257.66876
- E_LUMO (eV) = 5.1
- largest force on an atom (eV/A) = 2.51

ORCA input file:
```
! RIJCOSX wB97M-V def2-TZVPD def2/J DEFGRID3
* xyz -1 1
N 2.323 -0.085 -0.090
N 1.257 -0.484 0.001
N 0.146 -0.849 0.088
N -0.777 1.458 0.018
C -1.035 0.304 0.014
H -1.915 -0.344 -0.032
*
```

---

8.
Entry from OMol25: C35H30F2N6OSSn as an isolated structure (wB97M-V/def2-TZVPD).

Properties
- DFT total energy (Eh) = -2567.72014
- E_LUMO (spin up / spin down) (eV) = 2.7 / 2.7
- largest force on an atom (eV/A) = 0.61

ORCA input file:
```
! RIJCOSX wB97M-V def2-TZVPD def2/J DEFGRID3
* xyz -1 2
Sn 0.574 -0.161 0.022
S 0.855 -3.052 0.746
F -3.109 2.686 3.094
F 1.247 2.462 4.805
O 2.417 -2.143 -1.552
N -1.989 -1.326 0.585
N -0.391 3.049 -1.282
N 2.916 -3.184 -0.966
N -2.450 0.537 -1.761
N -0.740 -1.565 -2.579
N 2.322 0.189 1.305
C -3.224 -0.645 -1.394
C 4.064 -3.718 -1.457
C 4.081 -5.392 0.231
C 4.670 -4.809 -0.893
C -2.745 3.102 -1.789
C 4.681 0.003 1.696
C -1.937 -1.740 1.847
C 2.924 -4.845 0.725
C -3.049 -1.808 2.675
C -1.967 0.495 -3.122
C 0.817 1.348 2.724
C -1.743 4.435 0.113
C 0.372 2.116 3.814
C -3.283 1.700 -1.485
C -0.134 -0.396 -4.562
C 2.176 0.950 2.461
C 0.669 3.410 -0.564
C -0.907 -0.549 -3.415
C 3.315 1.265 3.224
C -3.167 -0.983 0.075
C 0.604 4.278 0.516
C 0.848 -1.333 -4.835
C -4.273 -1.422 2.156
C -1.481 1.422 1.919
C -1.582 3.542 -0.941
C 2.309 -3.719 0.145
C -0.169 0.965 1.771
C 0.222 -2.448 -2.831
C 4.557 0.809 2.863
C -4.335 -1.016 0.832
C -0.632 4.796 0.858
C 1.036 -2.382 -3.951
C 3.557 -0.259 0.974
C -1.829 2.217 2.980
C -0.913 2.569 3.965
H -5.165 -1.431 2.770
H -3.520 1.656 -0.418
H -3.596 3.770 -1.628
H 3.600 -0.833 0.056
H -4.286 -0.507 -1.668
H -2.798 0.372 -3.848
H -2.728 4.804 0.367
H -2.848 -1.508 -1.938
H -0.285 0.460 -5.209
H 0.358 -3.220 -2.083
H 1.498 4.517 1.075
H 5.632 -0.393 1.372
H 2.437 -5.257 1.597
H 5.424 1.064 3.459
H -2.459 3.218 -2.835
H -2.941 -2.141 3.697
H -2.256 1.142 1.217
H 4.435 -3.185 -2.319
H -0.734 5.463 1.705
H 3.204 1.876 4.106
H 1.475 -1.229 -5.712
H 5.587 -5.184 -1.325
H 1.617 2.968 -0.856
H -5.272 -0.708 0.384
H -0.957 -2.019 2.217
H 4.527 -6.253 0.710
H -1.502 1.456 -3.336
H 1.811 -3.119 -4.103
H -1.189 3.166 4.821
H -4.253 1.607 -2.016
*
```